This record from the OMol25 dataset describes a molecular structure, C38H42AsF6NO5P2S5SbSiTi. The level of theory is ωB97M-V/def2-TZVPD.

ORCA input file:
```
! wB97M-V def2-TZVPD RIJCOSX def2/J DEFGRID3
* xyz -1 1
Ti -0.76 0.80 -0.11
C 1.00 -3.58 -0.71
P -0.21 -3.10 0.58
C -0.85 -4.77 1.00
C 0.90 -2.87 2.04
C 0.30 -1.96 3.10
P -0.04 -0.20 2.66
C -0.99 0.23 4.16
C 1.56 0.57 3.07
H 1.74 -4.30 -0.31
H 1.53 -2.71 -1.09
H 0.47 -4.05 -1.54
H -0.03 -5.49 1.13
H -1.51 -5.11 0.22
H -1.43 -4.73 1.93
H 1.87 -2.48 1.71
H 1.10 -3.86 2.47
H 0.96 -1.90 3.97
H -0.65 -2.38 3.45
H -0.48 -0.15 5.04
H -1.99 -0.20 4.10
H -1.09 1.32 4.24
H 1.89 0.22 4.05
H 1.48 1.66 3.08
H 2.30 0.31 2.31
S -0.36 2.14 -5.18
Sb -1.60 1.08 -3.62
S -1.41 2.42 -1.58
S -0.05 -0.45 -2.19
F -3.79 1.80 3.85
C -3.97 2.78 2.97
F -5.06 2.52 2.26
F -4.14 3.92 3.62
S -2.56 2.92 1.80
O -2.28 1.53 1.37
O -3.00 3.85 0.81
N -1.43 3.45 2.80
S -0.08 3.84 2.05
O 0.98 4.02 2.98
O 0.11 2.97 0.90
C -0.30 5.56 1.31
F -1.31 6.19 1.89
F -0.51 5.48 0.01
F 0.81 6.25 1.53
O 1.06 0.46 0.01
As 1.91 0.73 -1.62
C 3.57 0.04 -0.84
C 4.80 0.39 -1.39
C 5.97 -0.04 -0.80
C 5.93 -0.84 0.34
C 4.71 -1.20 0.88
C 3.53 -0.75 0.29
C 2.60 0.42 -3.48
C 2.58 -0.91 -3.92
C 3.10 -1.26 -5.16
C 3.65 -0.28 -5.99
C 3.68 1.03 -5.56
C 3.16 1.38 -4.31
C 2.13 2.65 -1.48
C 1.57 3.52 -2.40
C 1.75 4.89 -2.25
C 2.47 5.38 -1.17
C 3.01 4.51 -0.24
C 2.84 3.14 -0.39
H 4.85 1.00 -2.29
H 6.92 0.25 -1.23
H 6.86 -1.18 0.79
H 4.67 -1.83 1.76
H 2.58 -1.00 0.72
H 2.16 -1.69 -3.30
H 3.08 -2.29 -5.48
H 4.04 -0.55 -6.96
H 4.09 1.80 -6.20
H 3.21 2.41 -4.01
H 0.97 3.15 -3.23
H 1.30 5.57 -2.96
H 2.60 6.45 -1.04
H 3.54 4.88 0.63
H 3.22 2.46 0.37
C -5.17 -1.43 3.61
C -3.95 -2.05 3.34
C -3.30 -1.81 2.14
C -3.84 -0.96 1.17
C -5.06 -0.36 1.46
C -5.72 -0.58 2.66
Si -2.96 -0.64 -0.50
C -3.12 -2.37 -1.34
C -2.56 -2.70 -2.58
C -2.76 -3.93 -3.19
C -3.58 -4.88 -2.60
C -4.20 -4.57 -1.40
C -3.96 -3.34 -0.79
H -5.68 -1.61 4.55
H -3.51 -2.72 4.07
H -2.36 -2.31 1.94
H -5.51 0.31 0.73
H -6.66 -0.09 2.86
H -3.98 0.18 -1.19
H -1.95 -1.98 -3.11
H -2.29 -4.14 -4.15
H -3.75 -5.84 -3.08
H -4.86 -5.28 -0.93
H -4.48 -3.14 0.15
*
```

Computed properties:
* energy above the lowest of the compared OMol25 structures with the same formula, charge and spin: 3.436 eV
* total energy: -8792.2012 Eh
* E_HOMO: -0.182 hartree
* gap between HOMO and LUMO: 7.0 eV

=====

This record from the OMol25 dataset describes a single C4H5NO2 molecule. The level of theory is ωB97M-V/def2-TZVPD.

ORCA input file:
```
! wB97M-V def2-TZVPD RIJCOSX def2/J DEFGRID3
* xyz 0 1
C 1.31 0.87 1.09
C 0.69 -0.35 0.48
O 1.46 -1.50 0.09
C -0.26 -0.46 -0.40
N -1.11 -0.72 -1.25
C -2.23 0.06 -1.34
O -2.39 1.05 -0.65
H 0.58 1.68 1.19
H 1.75 0.68 2.07
H 2.10 1.23 0.41
H 1.01 -2.29 0.42
H -2.92 -0.27 -2.12
*
```

Computed properties:
* SMILES: CC(O)=C=NC=O
* energy above the lowest of the compared OMol25 structures with the same formula, charge and spin: 3.577 eV
* total energy: -360.5380 Eh
* E_HOMO: -0.313 hartree
* gap between HOMO and LUMO: 8.5 eV

=====

| no. | maximum force (eV/A) |
| --- | --- |
| 1 | 0.8 |
| 2 | 1.1 |